Record 1
Formula: C34H51ClN4O8PPbS3
Source: the Open Molecules 2025 dataset
Level of theory: ωB97M-V with the def2-TZVPD basis set

Properties
HOMO = -4.61 eV
F_max = 4.40 eV/Å
E_LUMO = 0.0688 Eh
Total energy = -4335.874109 Ha
Net charge = -1

Positions of all 103 atoms, in Å:
Pb  -1.105  0.513  0.564
O  -0.766  -3.265  -0.781
C  -1.550  -4.496  -0.745
C  -3.088  -4.297  -0.637
C  -3.538  -3.138  0.238
C  -3.206  -3.344  1.685
C  -3.196  -4.582  2.384
C  -2.970  -4.589  3.733
C  -2.746  -3.370  4.409
C  -2.678  -2.224  3.628
N  -2.924  -2.171  2.320
H  -1.131  -2.781  -1.605
H  -1.134  -4.983  0.161
H  -1.354  -5.130  -1.677
H  -3.494  -5.274  -0.282
H  -3.495  -4.183  -1.631
H  -4.591  -2.932  0.089
H  -2.997  -2.203  -0.127
H  -3.412  -5.491  1.860
H  -2.969  -5.521  4.270
H  -2.500  -3.446  5.455
H  -2.305  -1.298  4.079
C  2.764  -2.277  -1.975
C  3.452  -2.835  -0.921
C  3.038  -2.552  0.352
C  1.995  -1.659  0.611
N  1.402  -0.962  -0.444
C  1.680  -1.442  -1.666
C  1.512  -1.251  1.925
C  2.059  -1.932  3.048
C  1.846  -1.355  4.296
C  1.102  -0.156  4.447
C  0.411  0.370  3.364
C  0.499  -0.277  2.068
H  3.057  -2.401  -3.004
H  4.249  -3.547  -1.084
H  3.484  -3.142  1.164
H  1.090  -0.971  -2.473
H  2.668  -2.825  2.895
H  2.224  -1.880  5.208
H  1.207  0.354  5.419
H  -0.347  1.161  3.515
N  1.276  3.420  -0.262
C  1.927  4.124  -1.251
C  1.597  3.570  -2.447
C  0.731  2.509  -2.149
N  0.496  2.347  -0.790
H  1.259  3.684  0.720
H  2.692  4.819  -1.070
H  1.887  3.932  -3.441
H  0.264  1.707  -2.774
C  7.921  -2.004  -3.368
C  8.311  -0.711  -2.731
C  7.227  -0.234  -1.791
S  5.659  0.328  -2.577
O  5.118  -0.657  -3.576
C  6.320  1.709  -3.663
C  5.175  2.424  -4.246
C  5.628  3.454  -5.344
H  8.735  -2.497  -3.926
H  7.066  -1.866  -4.093
H  7.497  -2.718  -2.650
H  8.633  0.079  -3.407
H  9.236  -0.821  -2.158
H  7.583  0.535  -1.080
H  6.991  -1.203  -1.233
H  6.873  1.115  -4.345
H  7.048  2.309  -3.041
H  4.624  2.893  -3.410
H  4.488  1.628  -4.647
H  6.221  4.214  -4.831
H  4.763  3.994  -5.730
H  6.165  3.074  -6.216
C  -5.674  1.642  -0.249
C  -5.069  0.625  0.751
C  -6.062  0.171  1.897
O  -3.845  1.098  1.290
P  -3.517  2.104  2.491
S  -3.452  1.117  4.173
S  -1.894  3.078  1.787
O  -4.775  3.101  2.327
C  -5.091  4.203  3.335
C  -6.531  4.134  3.553
C  -4.674  5.420  2.554
H  -6.716  1.480  -0.498
H  -5.130  1.601  -1.228
H  -5.555  2.642  0.124
H  -4.699  -0.300  0.247
H  -6.485  1.057  2.446
H  -5.470  -0.460  2.579
H  -6.865  -0.445  1.508
H  -4.474  3.897  4.214
H  -6.980  4.172  2.576
H  -6.841  4.959  4.229
H  -6.782  3.246  4.135
H  -5.222  5.437  1.622
H  -3.623  5.491  2.331
H  -4.975  6.311  3.053
O  -2.124  0.087  -4.023
Cl  -2.268  -0.655  -2.802
O  -1.934  -2.052  -2.932
O  -3.639  -0.406  -2.255
O  -1.286  -0.129  -1.842

Record 2
Formula: C34H52BClN3O10P2
Source: the Open Molecules 2025 dataset
Level of theory: ωB97M-V with the def2-TZVPD basis set

Properties
HOMO = -4.04 eV
F_max = 2.15 eV/Å
E_LUMO = 0.0295 Eh
Total energy = -3411.047088 Ha
Net charge = -1

Positions of all 103 atoms, in Å:
C  8.350  -3.264  -0.021
C  7.561  -1.943  0.277
C  6.977  -1.264  -1.024
C  6.830  0.272  -0.723
C  5.636  0.954  -1.459
C  4.252  0.798  -0.731
C  3.681  2.229  -0.414
C  2.306  2.228  0.338
C  1.156  3.001  -0.429
C  -0.125  2.120  -0.720
C  -1.360  2.629  0.077
C  -2.738  2.094  -0.449
C  -3.296  0.874  0.389
C  -4.821  1.063  0.749
C  -5.532  -0.269  1.165
C  -6.887  -0.528  0.414
B  -6.717  -1.308  -1.020
P  -7.826  -0.517  -2.426
O  -9.334  -0.247  -1.635
Cl  -6.894  1.340  -2.845
P  -7.241  -3.170  -0.945
O  -6.211  -4.099  -0.335
O  -7.461  -3.659  -2.570
O  -8.781  -3.361  -0.238
H  9.443  -3.173  0.159
H  8.185  -3.646  -1.054
H  8.004  -4.085  0.648
H  8.268  -1.250  0.784
H  6.689  -2.152  0.929
H  6.045  -1.749  -1.370
H  7.748  -1.425  -1.815
H  7.765  0.760  -1.092
H  6.825  0.410  0.376
H  5.860  2.048  -1.488
H  5.568  0.611  -2.510
H  3.546  0.348  -1.470
H  4.278  0.136  0.153
H  3.631  2.759  -1.394
H  4.446  2.775  0.187
H  1.953  1.218  0.619
H  2.452  2.799  1.284
H  1.520  3.427  -1.392
H  0.814  3.870  0.182
H  0.152  1.067  -0.499
H  -0.381  2.184  -1.803
H  -1.396  3.741  0.035
H  -1.269  2.371  1.150
H  -3.481  2.913  -0.304
H  -2.695  1.785  -1.514
H  -3.104  -0.102  -0.097
H  -2.746  0.906  1.361
H  -4.826  1.741  1.635
H  -5.330  1.591  -0.090
H  -5.794  -0.169  2.248
H  -4.860  -1.150  1.103
H  -7.451  0.417  0.234
H  -7.521  -1.134  1.109
H  -5.599  -1.214  -1.429
H  -9.892  -1.011  -1.774
H  -7.862  -4.535  -2.537
H  -9.352  -3.841  -0.843
C  -3.516  7.440  3.859
C  -3.653  6.337  3.024
C  -2.628  5.408  2.926
C  -1.472  5.593  3.672
C  -1.320  6.694  4.504
C  -2.350  7.620  4.594
N  -0.402  4.601  3.586
O  -0.571  3.668  2.834
O  0.586  4.768  4.272
H  -4.321  8.160  3.938
H  -4.562  6.200  2.452
H  -2.742  4.551  2.273
H  -0.417  6.839  5.081
H  -2.245  8.482  5.241
C  2.002  -3.448  -5.207
C  2.798  -3.127  -4.114
C  2.278  -2.365  -3.077
C  0.962  -1.939  -3.145
C  0.157  -2.247  -4.234
C  0.684  -3.005  -5.270
N  0.415  -1.162  -2.037
O  1.162  -0.902  -1.109
O  -0.745  -0.826  -2.101
H  2.408  -4.047  -6.014
H  3.824  -3.472  -4.068
H  2.902  -2.117  -2.230
H  -0.870  -1.909  -4.286
H  0.068  -3.256  -6.123
C  1.039  -5.069  3.021
C  1.923  -4.118  3.515
C  2.759  -3.428  2.648
C  2.695  -3.700  1.288
C  1.820  -4.653  0.784
C  0.990  -5.340  1.658
N  3.553  -2.959  0.368
O  4.318  -2.144  0.834
O  3.449  -3.196  -0.820
H  0.384  -5.601  3.700
H  1.959  -3.910  4.577
H  3.443  -2.688  3.040
H  1.774  -4.866  -0.275
H  0.302  -6.083  1.278

Record 3
Formula: C34H52BF4MnN4P
Source: the Open Molecules 2025 dataset
Level of theory: ωB97M-V with the def2-TZVPD basis set

Properties
Expectation value of S² = 8.75
HOMO (alpha / beta) = -6.49 / -6.57 eV
Spin multiplicity = 6
F_max = 0.98 eV/Å
E_LUMO (alpha / beta) = 0.0074 / 0.0068 Eh
Total energy = -3462.811664 Ha
Net charge = 0

Positions of all 97 atoms, in Å:
Mn  -0.480  0.424  0.108
C  -4.046  -0.347  1.516
C  -4.066  -0.831  0.064
C  -4.746  0.229  -0.810
P  -2.324  -1.249  -0.461
C  -2.545  -2.317  -1.980
C  -1.302  -3.185  -2.177
C  -2.803  -1.521  -3.263
C  -1.879  -2.513  0.760
C  -2.722  -3.582  1.052
C  -2.388  -4.561  1.971
C  -3.324  -5.694  2.303
C  -1.151  -4.435  2.608
C  -0.298  -3.387  2.342
C  -0.628  -2.379  1.405
N  0.202  -1.322  1.137
C  1.506  -1.428  1.666
C  1.893  -0.669  2.783
C  0.949  0.331  3.392
C  3.144  -0.886  3.357
C  4.021  -1.845  2.872
C  5.340  -2.108  3.551
C  3.640  -2.565  1.747
C  2.410  -2.367  1.134
C  2.032  -3.163  -0.083
H  -5.070  -0.239  1.880
H  -3.568  0.629  1.590
H  -3.520  -1.036  2.176
H  -4.638  -1.761  -0.004
H  -4.111  1.108  -0.921
H  -5.670  0.551  -0.325
H  -5.009  -0.144  -1.798
H  -3.405  -2.960  -1.773
H  -0.421  -2.549  -2.300
H  -1.402  -3.796  -3.077
H  -1.128  -3.840  -1.325
H  -1.866  -1.096  -3.628
H  -3.515  -0.711  -3.131
H  -3.185  -2.181  -4.045
H  -3.679  -3.661  0.542
H  -4.132  -5.764  1.575
H  -3.774  -5.554  3.289
H  -2.798  -6.651  2.319
H  -0.856  -5.182  3.337
H  0.649  -3.320  2.864
H  -0.067  -0.060  3.448
H  0.896  1.251  2.804
H  1.274  0.607  4.395
H  3.421  -0.311  4.236
H  5.666  -1.243  4.130
H  6.118  -2.356  2.827
H  5.253  -2.951  4.241
H  4.321  -3.303  1.334
H  2.896  -3.691  -0.485
H  1.627  -2.499  -0.849
H  1.255  -3.896  0.148
F  -2.882  3.042  2.309
B  -1.736  2.434  2.806
F  -1.215  1.588  1.660
F  -0.734  3.344  3.069
F  -1.989  1.571  3.839
C  4.824  3.302  -2.753
C  3.849  3.752  -1.666
N  3.323  2.665  -0.847
C  4.158  2.217  0.262
C  5.034  1.025  -0.101
C  2.150  2.059  -1.141
C  1.416  2.543  -2.362
N  1.586  1.117  -0.448
H  5.036  4.130  -3.431
H  4.404  2.479  -3.333
H  5.767  2.965  -2.324
H  3.023  4.300  -2.110
H  4.355  4.447  -0.994
H  3.531  1.983  1.126
H  4.784  3.061  0.550
H  4.430  0.163  -0.382
H  5.641  0.742  0.755
H  5.697  1.270  -0.932
H  0.990  3.535  -2.202
H  0.609  1.849  -2.560
H  2.072  2.581  -3.231
H  2.138  0.797  0.344
C  -2.899  5.328  -3.744
C  -2.445  4.185  -2.886
C  -2.324  4.304  -1.508
C  -1.912  3.218  -0.752
N  -1.615  2.031  -1.289
C  -1.738  1.913  -2.614
C  -2.139  2.942  -3.439
H  -3.068  6.223  -3.150
H  -3.828  5.072  -4.256
H  -2.155  5.553  -4.510
H  -2.557  5.236  -1.010
H  -1.845  3.301  0.323
H  -1.517  0.936  -3.026
H  -2.219  2.777  -4.506

Record 4
Formula: C34H52F6N9O6PS2Si4W
Source: the Open Molecules 2025 dataset
Level of theory: ωB97M-V with the def2-TZVPD basis set

Properties
HOMO = -12.56 eV
F_max = 1.12 eV/Å
E_LUMO = -0.2102 Eh
Total energy = -5232.421780 Ha
Net charge = +2

Positions of all 115 atoms, in Å:
W  0.086  0.295  -0.494
N  -1.733  0.801  -3.206
P  -1.845  -0.392  -2.014
C  -3.650  -0.501  -1.927
C  -4.294  -0.847  -3.122
C  -5.677  -0.876  -3.190
C  -6.431  -0.559  -2.067
C  -5.798  -0.219  -0.883
C  -4.412  -0.193  -0.808
C  -1.315  -2.006  -2.654
C  -2.047  -3.104  -2.477
C  -1.462  -4.458  -2.755
C  -0.347  -4.434  -3.751
C  0.366  -3.330  -3.944
C  0.119  -2.112  -3.109
C  -0.695  1.692  -3.265
C  -0.540  2.454  -4.430
C  0.481  3.359  -4.520
C  1.348  3.488  -3.432
C  1.127  2.714  -2.333
N  0.110  1.820  -2.191
H  -2.331  0.775  -4.017
H  -3.723  -1.124  -4.002
H  -6.163  -1.152  -4.116
H  -7.512  -0.586  -2.117
H  -6.385  0.015  -0.003
H  -3.933  0.045  0.126
H  -3.049  -3.063  -2.063
H  -2.229  -5.181  -3.015
H  -0.142  -5.343  -4.300
H  1.186  -3.286  -4.650
H  0.703  -2.260  -2.205
H  -1.222  2.293  -5.254
H  0.620  3.946  -5.418
H  2.187  4.168  -3.448
H  1.831  2.773  -1.515
F  -3.274  -2.413  2.979
C  -2.524  -3.300  2.309
F  -1.893  -4.067  3.214
F  -3.336  -4.058  1.590
S  -1.330  -2.373  1.201
O  -2.417  -1.648  0.559
O  -0.594  -1.679  2.418
N  -0.728  -3.803  0.771
S  -0.027  -4.069  -0.620
O  -0.991  -5.034  -1.444
O  -0.127  -1.489  0.151
C  1.129  -5.408  -0.068
F  1.713  -5.914  -1.138
F  0.518  -6.344  0.616
F  2.044  -4.806  0.702
N  2.013  -0.371  1.084
N  2.851  -1.133  0.235
C  2.518  -1.349  -1.104
N  3.003  -2.356  -1.743
N  1.682  -0.416  -1.667
N  1.677  -0.226  -3.088
O  0.528  -0.890  -3.689
O  2.806  -0.655  -3.720
H  2.643  0.060  1.762
H  1.343  -0.954  1.577
H  3.222  -1.954  0.688
H  3.659  -2.912  -1.202
H  3.046  -1.531  -3.320
C  -3.880  2.451  1.483
C  -3.087  1.504  2.112
C  -1.862  1.214  1.545
N  -1.449  1.705  0.370
C  -2.231  2.608  -0.242
C  -3.428  3.025  0.300
H  -4.834  2.744  1.902
H  -3.383  1.020  3.032
H  -1.176  0.534  2.036
H  -1.873  2.995  -1.186
H  -4.014  3.772  -0.217
C  -0.581  3.576  3.049
Si  1.007  3.746  2.076
C  0.812  5.006  0.691
C  2.326  4.280  3.281
Si  1.667  1.961  0.622
Si  4.048  2.082  0.219
C  4.481  1.505  -1.503
C  4.908  1.069  1.548
C  4.656  3.838  0.402
Si  0.061  -1.907  4.025
C  -1.181  -1.992  5.397
C  1.191  -3.368  3.854
C  0.963  -0.285  4.235
H  -0.590  4.399  3.769
H  -0.641  2.650  3.621
H  -1.476  3.672  2.433
H  0.372  5.909  1.128
H  0.155  4.680  -0.118
H  1.776  5.290  0.261
H  1.893  5.070  3.902
H  3.213  4.693  2.804
H  2.632  3.475  3.953
H  3.975  0.603  -1.833
H  5.558  1.315  -1.530
H  4.281  2.291  -2.235
H  4.837  -0.009  1.397
H  4.588  1.325  2.563
H  5.969  1.329  1.490
H  4.166  4.547  -0.269
H  5.718  3.826  0.136
H  4.587  4.211  1.423
H  -2.197  -2.232  5.099
H  -1.197  -1.038  5.928
H  -0.863  -2.759  6.107
H  0.796  -4.080  3.127
H  1.292  -3.894  4.805
H  2.195  -3.071  3.541
H  0.259  0.550  4.169
H  1.801  -0.089  3.560
H  1.373  -0.269  5.250